The molecule C9H17N3O5. Source: the Open Molecules 2025 dataset; level of theory: ωB97M-V/def2-TZVPD.

Highest occupied orbital energy ... -9.69 eV
SMILES string ... C[C@@H](O)[C@H](N)C(=O)N[C@@H](CCC(N)=O)C(=O)O
LUMO energy ... 0.50 eV
Frontier orbital gap ... 10.19 eV
Charge ... 0
E_tot ... -24314.77698 eV
M ... 247.25 g/mol

Last columns: bonded neighbours and bond lengths (Å).
Cartesian coordinates (Å):
1 C 0.630 -3.933 0.191  C2 1.539, H18 1.182, H19 1.041, H20 1.165
2 C 1.036 -3.137 -1.063  C1 1.539, O3 1.416, C4 1.562, H21 1.092
3 O -0.021 -2.892 -1.974  C2 1.416, H22 0.899
4 C 1.573 -1.746 -0.598  C2 1.562, N5 1.547, C6 1.489, H23 1.152
5 N 2.884 -1.974 0.192  C4 1.547, H24 1.055, H25 1.055
6 C 0.658 -0.868 0.183  C4 1.489, O7 1.209, N8 1.400
7 O 0.415 -1.379 1.252  C6 1.209
8 N 0.016 0.238 -0.385  C6 1.400, C9 1.356, H26 0.991
9 C -1.169 0.614 0.157  N8 1.356, C10 1.655, C15 1.502, H27 1.215
10 C -1.440 2.245 0.237  C9 1.655, C11 1.554, H28 1.075, H29 1.151
11 C -0.066 2.854 0.634  C10 1.554, C12 1.439, H30 1.075, H31 1.073
12 C -0.281 4.268 0.480  C11 1.439, N13 1.373, O14 1.190
13 N 0.771 5.090 0.800  C12 1.373, H32 1.011, H33 1.019
14 O -1.288 4.791 0.122  C12 1.190
15 C -2.318 -0.109 -0.488  C9 1.502, O16 1.254, O17 1.332
16 O -2.245 -0.637 -1.622  C15 1.254
17 O -3.461 -0.165 0.193  C15 1.332, H34 0.968
18 H -0.031 -4.872 -0.090  C1 1.182
19 H 0.005 -3.425 0.852  C1 1.041
20 H 1.586 -4.471 0.580  C1 1.165
21 H 1.730 -3.852 -1.510  C2 1.092
22 H -0.403 -2.143 -1.655  O3 0.899
23 H 1.941 -1.128 -1.497  C4 1.152
24 H 2.441 -2.593 0.923  N5 1.055
25 H 3.377 -1.272 0.805  N5 1.055
26 H -0.091 0.360 -1.363  N8 0.991
27 H -1.340 0.121 1.255  C9 1.215
28 H -2.179 2.325 1.014  C10 1.075
29 H -1.982 2.635 -0.700  C10 1.151
30 H 0.185 2.466 1.605  C11 1.075
31 H 0.687 2.388 0.027  C11 1.073
32 H 0.968 6.076 0.696  N13 1.011
33 H 1.557 4.566 1.181  N13 1.019
34 H -4.146 -0.440 -0.433  O17 0.968

Atomic partial charges in e from the Mulliken method, atoms 1 to 4: C -1.467; C 0.355; O -0.522; C -0.107